# 1
C2H2ClO4PS | ωB97M-V/def2-TZVPD

The geometry in XYZ format:
```
11
Properties=species:S:1:pos:R:3:mulliken_charge:R:1
C -2.495 0.437 -0.033 0.508
C -1.771 -0.718 0.012 -0.601
O -3.744 0.498 -0.090 -0.786
O 3.238 -1.465 -0.895 -0.618
O -1.796 1.652 0.043 -0.493
O 3.091 -0.590 1.509 -0.608
P 3.109 -0.338 0.052 0.805
S 3.358 1.492 -0.604 -0.553
Cl 0.054 -0.697 0.002 -0.325
H -2.191 -1.697 -0.095 0.383
H -0.854 1.428 0.098 0.289
```

Calculated values
Energy   -42945.42216 eV
Relative energy (zero: lowest compared OMol25 entry of this formula, charge and spin)   24.4 kcal per mole
HOMO energy   -0.00493 Eh
Total charge   -2
Frontier orbital gap   5.6 eV

# 2
C9H20Cl12FNO4S | ωB97M-V/def2-TZVPD

The geometry in XYZ format:
```
48
Properties=species:S:1:pos:R:3:mulliken_charge:R:1
C 1.584 -0.171 4.866 -1.179
C 0.469 -0.962 4.175 0.084
O 0.988 -2.081 3.460 -0.573
C -0.317 -0.113 3.179 -0.343
O 0.560 0.154 2.071 -0.116
N 0.232 1.382 1.466 -0.161
S 1.314 2.535 2.002 1.196
O 2.629 2.319 1.509 -0.522
O 1.125 2.769 3.384 -0.532
F 0.682 3.717 1.214 -0.214
H 2.492 -0.163 4.260 0.292
H 1.805 -0.598 5.843 0.351
H 1.261 0.856 5.026 0.283
H -0.207 -1.345 4.941 0.361
H 1.913 -1.910 3.258 0.348
H -1.162 -0.713 2.847 0.228
H -0.685 0.810 3.619 0.431
H 0.432 1.254 0.470 0.033
Cl 1.216 0.639 -1.606 -0.189
C 2.810 0.110 -1.023 -0.247
Cl 3.837 -0.443 -2.348 -0.106
H 3.287 0.947 -0.529 0.262
H 2.662 -0.709 -0.328 0.256
Cl -5.314 -1.921 3.336 -0.135
C -4.539 -0.449 2.749 -0.108
Cl -3.330 0.172 3.886 -0.132
H -4.043 -0.669 1.810 0.216
H -5.297 0.310 2.606 0.192
Cl 5.270 -1.914 -5.062 -0.177
C 3.984 -3.131 -5.086 -0.204
Cl 3.566 -3.620 -6.729 -0.158
H 4.330 -4.000 -4.540 0.305
H 3.107 -2.703 -4.614 0.216
Cl 4.535 1.070 -8.285 -0.153
C 6.131 0.556 -7.724 0.235
Cl 7.148 -0.023 -9.049 -0.159
H 6.621 1.403 -7.259 0.270
H 5.996 -0.252 -7.016 -0.180
Cl -3.555 -0.134 -2.251 -0.152
C -2.821 1.327 -2.920 -0.293
Cl -1.545 1.966 -1.874 -0.114
H -2.385 1.086 -3.882 0.273
H -3.589 2.084 -3.024 0.297
Cl -7.704 -0.179 1.253 -0.138
C -8.689 0.247 2.664 -0.273
Cl -9.001 -1.137 3.712 -0.129
H -8.164 1.004 3.234 0.245
H -9.639 0.628 2.308 0.309
```

Calculated values
Energy   -183156.94913 eV
Relative energy (zero: lowest compared OMol25 entry of this formula, charge and spin)   0.0 kcal per mole
HOMO energy   -0.38193 Eh
Frontier orbital gap   10.7 eV

# 3
C21H28ClN3O2Tl | ωB97M-V/def2-TZVPD

The geometry in XYZ format:
```
56
Properties=species:S:1:pos:R:3:mulliken_charge:R:1
Tl -0.104 0.274 0.039 0.206
Cl 1.697 -1.509 -1.383 -0.488
N -1.420 -0.324 -1.562 -0.120
N 1.362 0.222 1.634 0.126
C -1.248 0.100 -2.785 0.968
C 2.336 1.092 1.677 0.762
C -2.493 -1.313 -1.464 1.660
C -2.691 -1.626 -2.926 -0.809
C -3.673 -0.598 -0.832 -1.382
C -2.090 -2.521 -0.652 -2.175
H -3.695 0.462 -1.136 0.194
H -3.624 -0.643 0.264 0.336
H -4.589 -1.083 -1.176 0.402
H -1.356 -3.137 -1.186 0.566
H -2.963 -3.124 -0.400 0.526
H -1.663 -2.227 0.328 0.194
C 1.380 -0.685 2.781 1.320
C 2.275 0.091 3.703 -0.822
C 2.015 -1.994 2.386 -1.621
C -0.033 -0.886 3.320 -1.567
H -0.520 0.084 3.502 0.350
H 0.050 -1.431 4.267 0.478
H -0.658 -1.477 2.634 0.118
H 2.989 -1.852 1.899 0.354
H 1.407 -2.591 1.673 0.441
H 2.082 -2.657 3.250 0.436
O 2.996 1.065 2.810 -0.472
H 3.037 -0.506 4.193 0.297
H 1.713 0.702 4.414 0.348
O -2.047 -0.481 -3.650 -0.504
H -3.732 -1.655 -3.234 0.283
H -2.144 -2.521 -3.244 0.378
C -0.271 1.126 -3.244 -1.634
C 2.738 2.058 0.617 -1.447
C 1.572 2.517 -0.219 -0.296
H 3.478 1.528 -0.006 0.392
H 3.228 2.882 1.134 0.315
C 1.231 1.747 -1.347 -0.196
C 0.099 2.064 -2.123 -0.252
H 1.919 0.968 -1.695 0.824
C -0.665 3.175 -1.792 1.576
C -0.297 3.938 -0.687 -1.047
C -1.935 3.488 -2.533 -1.707
C 0.799 3.623 0.109 1.457
H -0.916 4.792 -0.411 0.233
C 1.060 4.399 1.371 -1.732
H 0.404 5.280 1.415 0.424
H 2.100 4.749 1.441 0.317
H 0.846 3.785 2.262 0.243
H -1.784 3.521 -3.621 0.319
H -2.328 4.463 -2.215 0.429
H -2.715 2.735 -2.322 0.184
H -0.743 1.637 -4.083 0.344
H 0.614 0.576 -3.604 0.476
N 0.654 -3.262 0.313 -1.075
C 0.371 -2.131 0.151 0.068
```

Calculated values
Energy   -48008.79361 eV
HOMO energy (spin up / spin down)   -0.06575 / -0.06572 Eh
Total charge   -1
Frontier orbital gap (spin up / spin down)   4.4 / 4.4 eV